# 1
{
  "formula": "C2H3NO3",
  "method": "ωB97M-V/def2-TZVPD",
  "total_charge": 0,
  "smiles": "O=CNC(=O)O",
  "spin_multiplicity": 1,
  "symbols": ["O", "C", "N", "C", "O", "O", "H", "H", "H"],
  "positions_angstrom": [[-1.765, -0.605, 0.407], [-1.459, 0.217, -0.427], [-0.147, 0.501, -0.814], [0.966, 0.106, 0.045], [0.585, -0.975, 0.773], [1.998, 0.786, -0.026], [-2.250, 0.869, -0.692], [0.109, 1.023, -1.634], [-0.422, -0.984, 1.092]],
  "lowdin_charge": [0.04, -0.24, 0.14, -0.48, 0.06, 0.09, 0.13, 0.14, 0.13]
}

***

# 2
{
  "formula": "C31H62BrCaCl8CsN2O9PS",
  "method": "ωB97M-V/def2-TZVPD",
  "total_charge": 1,
  "spin_multiplicity": 1,
  "symbols": ["C", "C", "O", "C", "C", "O", "C", "N", "C", "C", "C", "C", "C", "C", "C", "C", "P", "O", "Cl", "H", "H", "H", "H", "H", "H", "H", "H", "H", "H", "H", "H", "H", "H", "H", "H", "H", "H", "H", "H", "H", "H", "C", "Cl", "Cl", "H", "H", "C", "Cl", "Cl", "Cl", "H", "Br", "O", "S", "O", "O", "C", "C", "C", "H", "H", "H", "H", "H", "H", "H", "H", "Ca", "O", "C", "C", "O", "H", "H", "H", "H", "C", "C", "N", "C", "C", "C", "C", "H", "H", "H", "H", "H", "H", "H", "H", "H", "H", "H", "H", "H", "H", "H", "C", "C", "O", "C", "H", "H", "H", "H", "H", "H", "Cs", "Cl", "C", "C", "Cl", "H", "H", "H", "H"],
  "positions_angstrom": [[2.829, 1.161, -1.577], [1.446, 0.669, -2.312], [0.716, 1.853, -2.793], [0.939, 2.090, -4.238], [0.219, 3.508, -4.756], [-0.771, 3.887, -3.736], [-1.608, 5.025, -4.170], [-2.616, 5.252, -3.024], [-3.952, 4.563, -3.292], [-3.827, 2.907, -3.229], [-3.301, 2.082, -4.579], [-3.122, 0.448, -4.543], [-3.486, -0.324, -3.115], [-3.242, -1.970, -3.108], [-4.055, 0.480, -1.776], [-4.232, 2.112, -1.822], [-1.778, 4.596, -1.551], [-2.835, 4.762, -0.134], [-0.030, 5.710, -1.087], [3.158, 0.407, -0.728], [2.663, 2.204, -1.048], [3.665, 1.321, -2.387], [0.773, 0.181, -1.461], [1.622, -0.149, -3.135], [2.086, 2.116, -4.506], [0.478, 1.147, -4.805], [1.046, 4.355, -4.808], [-0.262, 3.282, -5.800], [-0.931, 5.981, -4.210], [-2.224, 4.834, -5.146], [-2.821, 6.271, -2.913], [-4.763, 4.845, -2.476], [-4.408, 4.885, -4.339], [-3.078, 2.743, -5.526], [-2.744, -0.101, -5.510], [-2.659, -2.327, -2.131], [-2.586, -2.282, -4.048], [-4.305, -2.460, -3.153], [-4.313, -0.066, -0.764], [-4.610, 2.790, -0.930], [-2.180, 4.626, 0.632], [-4.441, 5.845, 2.693], [-2.679, 5.878, 2.832], [-5.159, 7.317, 3.359], [-4.713, 5.762, 1.638], [-4.825, 4.982, 3.242], [1.546, -3.738, -2.400], [2.552, -3.176, -1.055], [-0.142, -3.256, -2.159], [2.158, -3.109, -3.940], [1.591, -4.830, -2.432], [-2.959, -2.463, -0.621], [-5.707, -0.597, -5.274], [-7.062, -0.671, -4.773], [-7.508, -1.751, -3.917], [-8.099, -0.532, -6.022], [-7.965, -1.422, -7.121], [-8.526, -2.793, -6.795], [-7.459, 0.868, -3.982], [-6.921, -1.487, -7.444], [-8.534, -0.992, -7.952], [-7.924, -3.293, -6.030], [-8.535, -3.430, -7.685], [-9.545, -2.713, -6.403], [-7.171, 1.689, -4.640], [-6.898, 0.922, -3.047], [-8.531, 0.893, -3.774], [1.655, -1.068, -5.471], [-0.776, 1.419, 2.980], [0.321, 1.603, 2.231], [1.190, 0.258, 2.224], [2.293, 0.447, 1.485], [1.013, 2.404, 2.545], [0.164, 1.861, 1.169], [0.499, -0.539, 1.897], [1.337, -0.007, 3.285], [5.140, -2.437, 2.264], [5.653, -1.319, 3.168], [5.086, -1.341, 4.519], [5.353, -0.116, 5.281], [6.806, 0.195, 5.624], [5.239, -2.588, 5.270], [6.655, -3.106, 5.502], [4.047, -2.434, 2.211], [5.525, -2.300, 1.248], [5.470, -3.423, 2.606], [5.379, -0.372, 2.685], [6.749, -1.354, 3.189], [4.767, -0.130, 6.209], [4.952, 0.731, 4.711], [7.179, -0.446, 6.425], [6.886, 1.227, 5.982], [7.470, 0.101, 4.760], [4.673, -3.372, 4.752], [4.735, -2.496, 6.242], [7.275, -3.053, 4.604], [6.616, -4.158, 5.807], [7.157, -2.562, 6.305], [8.135, -6.854, 4.990], [9.019, -6.492, 6.153], [9.348, -5.326, 6.367], [9.485, -7.611, 7.045], [7.877, -5.946, 4.434], [8.664, -7.535, 4.319], [7.213, -7.315, 5.353], [10.074, -8.327, 6.466], [8.623, -8.107, 7.500], [10.115, -7.202, 7.842], [4.655, -0.255, -1.075], [-5.890, 3.153, 5.005], [-5.244, 1.494, 5.062], [-3.961, 1.349, 4.259], [-4.244, 1.498, 2.506], [-6.023, 0.814, 4.703], [-5.052, 1.266, 6.114], [-3.527, 0.358, 4.427], [-3.218, 2.098, 4.548]],
  "lowdin_charge": [-0.46, -0.22, -0.22, -0.18, -0.11, -0.32, -0.17, -0.27, -0.17, -0.18, -0.03, -0.03, -0.13, -0.31, -0.02, -0.03, 0.79, -0.40, 0.22, -0.29, 0.14, 0.00, 0.16, 0.01, 0.11, 0.01, 0.15, 0.14, 0.16, 0.15, 0.17, 0.15, 0.15, 0.08, 0.09, -0.39, 0.07, 0.09, 0.05, 0.09, 0.01, -1.02, 0.53, 0.52, 0.02, -0.03, -1.45, 0.53, 0.56, 0.31, 0.04, 0.21, -0.30, 0.62, -0.28, -0.27, -0.28, -0.08, -0.12, 0.11, 0.12, 0.07, 0.08, 0.09, 0.07, 0.06, 0.08, 0.73, -0.04, -0.30, -0.31, -0.15, 0.12, 0.11, 0.13, 0.13, -0.10, -0.27, -0.18, -0.25, -0.09, -0.24, -0.08, 0.08, 0.03, 0.07, 0.11, 0.10, 0.12, 0.11, 0.06, 0.07, 0.07, 0.10, 0.12, 0.07, 0.07, 0.06, -0.03, -0.49, 0.05, -0.03, 0.07, 0.09, 0.09, 0.09, 0.09, 0.09, 1.23, 0.56, -0.65, -0.66, 0.53, 0.07, 0.08, 0.08, 0.07]
}

***

# 3
{
  "formula": "C18H20N4O6S",
  "method": "ωB97M-V/def2-TZVPD",
  "total_charge": 0,
  "smiles": "CN(CC(=O)NCc1ccco1)S(=O)(=O)c1ccc2c(c1)n(C)c(=O)c(=O)n2C",
  "spin_multiplicity": 1,
  "symbols": ["C", "N", "S", "O", "O", "C", "C", "C", "C", "C", "C", "H", "H", "N", "C", "O", "C", "O", "N", "C", "H", "H", "H", "C", "H", "H", "H", "H", "C", "H", "C", "O", "N", "H", "C", "C", "C", "C", "C", "O", "H", "H", "H", "H", "H", "H", "H", "H", "H"],
  "positions_angstrom": [[0.562, 2.994, 0.701], [1.174, 1.732, 0.377], [0.728, 0.973, -1.026], [0.437, 1.986, -1.994], [1.760, 0.014, -1.313], [-0.778, 0.089, -0.637], [-1.958, 0.802, -0.640], [-3.156, 0.179, -0.297], [-3.137, -1.186, 0.065], [-1.925, -1.880, 0.055], [-0.747, -1.248, -0.294], [0.187, -1.785, -0.327], [-1.897, -2.923, 0.318], [-4.317, -1.814, 0.413], [-5.530, -1.166, 0.430], [-6.553, -1.730, 0.743], [-5.550, 0.294, 0.036], [-6.589, 0.913, 0.027], [-4.351, 0.872, -0.306], [-4.377, 2.268, -0.698], [-4.001, 2.388, -1.714], [-5.417, 2.591, -0.657], [-3.786, 2.872, -0.010], [-4.317, -3.216, 0.783], [-3.965, -3.831, -0.046], [-3.695, -3.382, 1.663], [-5.347, -3.484, 1.016], [-1.919, 1.834, -0.941], [1.587, 0.886, 1.473], [1.074, 1.164, 2.397], [3.107, 0.947, 1.709], [3.587, 1.051, 2.817], [3.803, 0.872, 0.565], [3.294, 0.693, -0.292], [5.240, 0.744, 0.527], [5.644, -0.566, -0.074], [4.974, -1.422, -0.898], [5.862, -2.499, -1.148], [7.000, -2.214, -0.462], [6.877, -1.045, 0.193], [7.930, -2.736, -0.361], [5.674, -3.360, -1.756], [3.980, -1.305, -1.281], [5.610, 0.814, 1.555], [5.669, 1.572, -0.054], [1.337, -0.152, 1.233], [1.268, 3.606, 1.263], [-0.354, 2.869, 1.292], [0.330, 3.487, -0.240]],
  "lowdin_charge": [-0.07, -0.29, 0.68, -0.27, -0.29, -0.26, 0.01, -0.12, -0.12, 0.01, -0.06, 0.12, 0.11, -0.01, -0.32, 0.12, -0.32, 0.12, -0.01, 0.00, 0.11, 0.09, 0.10, -0.01, 0.10, 0.10, 0.09, 0.11, -0.10, 0.14, -0.47, 0.07, 0.08, 0.09, -0.08, -0.25, -0.02, -0.06, -0.13, 0.05, 0.12, 0.10, 0.09, 0.13, 0.14, 0.12, 0.10, 0.09, 0.08]
}

***

For each record above, in turn, the calculated calculated total energy values are -358.4915 -9696.6487 -1766.5909 a.u..